[1]
Density functional theory data (ωB97M-V with the def2-TZVPD basis set) for C22H41Cl3N3O4RhSi as an isolated structure in a non-equilibrium geometry.

Each line ends with the Mulliken spin population.
Cartesian coordinates (Å):
1 C 2.3031 2.0937 -1.7104  0.001
2 C 1.2938 3.0715 -1.2103  0.018
3 H 2.5048 2.2421 -2.7746  -0.001
4 H 1.9732 1.0510 -1.5497  0.003
5 H 3.2424 2.2263 -1.1471  0.000
6 C 0.8329 4.1472 -1.8636  0.008
7 C 1.2506 4.5526 -3.2347  -0.001
8 H 0.1025 4.8053 -1.3882  0.001
9 H 1.9395 3.8410 -3.7094  0.000
10 H 1.7425 5.5347 -3.2057  0.001
11 H 0.3722 4.6632 -3.8875  0.001
12 Rh -0.4442 -0.0871 0.8741  2.785
13 Cl 1.1763 0.3189 2.4534  0.277
14 Cl 0.8836 -1.2794 -0.5941  0.279
15 H -1.9938 -4.2454 4.2044  -0.001
16 H 0.4650 -4.9084 4.4101  0.000
17 C -1.8399 -4.1051 3.1254  0.000
18 C 0.5602 -4.7458 3.3247  0.002
19 N -0.4358 -3.7767 2.8749  0.002
20 H -2.4875 -3.3074 2.7444  0.000
21 C -0.1120 -2.6398 2.2765  0.008
22 O -1.0187 -1.8147 1.9434  0.080
23 H 1.5567 -4.3504 3.0853  0.000
24 H 0.9421 -2.4075 2.0665  -0.001
25 H -2.0829 -5.0575 2.6355  0.000
26 H 0.4064 -5.7143 2.8224  0.000
27 H -0.3498 1.0836 -2.9981  0.000
28 H -2.0002 3.0563 -2.6627  0.002
29 C -1.1845 0.3776 -2.8736  -0.004
30 C -2.7693 2.2654 -2.6854  -0.003
31 N -2.2580 1.0194 -2.1236  0.020
32 H -0.8319 -0.5120 -2.3442  0.002
33 C -2.6834 0.5694 -0.9380  0.026
34 O -2.2121 -0.4412 -0.3503  0.051
35 H -3.6341 2.5854 -2.0915  0.000
36 H -3.4979 1.1743 -0.4806  0.004
37 H -1.5524 0.1106 -3.8753  0.001
38 H -3.0706 2.1168 -3.7331  0.000
39 O -0.0846 1.5631 -0.2245  0.345
40 C 0.6781 2.6506 0.1246  -0.004
41 C -1.4251 3.9983 0.7318  0.007
42 C -0.0581 3.7890 0.8859  0.012
43 H -1.9871 3.2885 0.1198  -0.007
44 C -2.0459 5.1041 1.3329  -0.002
45 H 1.4821 2.3136 0.7932  -0.015
46 C 0.6846 4.6632 1.6902  0.005
47 H -3.1185 5.2472 1.1850  0.000
48 C -1.2989 6.0053 2.1028  -0.001
49 C 0.0763 5.7802 2.2778  0.000
50 H 1.7500 4.4509 1.8306  0.000
51 H -1.7842 6.8734 2.5690  0.000
52 H 0.6709 6.4690 2.8843  0.000
53 Si 3.2386 -4.9780 -2.7850  0.000
54 Cl 3.8248 -3.3824 -4.0435  0.000
55 C 1.5170 -5.4014 -3.3601  -0.001
56 C 3.4235 -4.1585 -1.1330  0.000
57 C 4.3380 -6.5047 -2.9415  0.000
58 H 0.9010 -4.4958 -3.4136  0.002
59 H 1.0455 -6.1112 -2.6703  0.000
60 H 1.5371 -5.8585 -4.3583  0.000
61 H 4.2871 -6.9544 -3.9475  0.000
62 H 4.0167 -7.2792 -2.2211  0.000
63 H 5.3954 -6.2762 -2.7292  0.000
64 H 2.8427 -3.2304 -1.1106  0.008
65 H 4.4751 -3.9145 -0.9504  0.000
66 H 3.0730 -4.8175 -0.3357  0.000
67 C -2.7220 -0.2351 3.8049  -0.004
68 C -2.4285 1.0551 3.1091  0.011
69 N -2.9721 2.1449 3.6407  0.002
70 O -1.7541 1.1892 2.0548  0.081
71 H -3.4260 -0.0627 4.6301  0.000
72 H -1.7864 -0.6427 4.2019  -0.002
73 H -3.1565 -0.9431 3.0910  0.002
74 H -2.7979 3.0546 3.2436  -0.001
75 H -3.5003 2.0927 4.5110  0.002

Force components x, y, z for each atom (eV/Å):
0.268 -0.249 -0.116
-0.733 0.895 0.382
0.138 -0.162 0.200
0.062 0.472 -0.029
-0.202 -0.093 -0.220
0.343 -0.516 0.178
0.098 0.274 -0.467
0.153 -0.230 0.014
-0.237 0.279 0.145
-0.047 -0.151 -0.104
0.177 -0.007 0.055
0.637 1.487 -1.235
1.083 0.132 1.315
0.850 -1.180 -0.743
0.004 0.134 -0.213
0.105 0.132 -0.331
0.084 -0.186 0.111
-0.023 0.141 -0.131
-0.037 -0.391 0.213
0.316 -0.316 0.121
-1.517 1.281 -0.504
0.954 -2.277 1.038
-0.279 -0.250 0.145
-0.224 -0.269 0.177
0.031 0.241 0.012
0.096 0.340 0.086
-0.206 -0.184 0.218
-0.151 -0.338 0.112
0.153 -0.026 -0.100
-0.025 0.002 0.145
-0.392 0.005 0.237
-0.104 0.290 -0.123
0.696 -0.465 -0.060
-1.422 1.003 -1.030
0.175 0.031 -0.243
0.373 -0.281 -0.231
-0.007 0.009 0.262
0.006 -0.037 0.338
-1.306 -0.174 0.135
0.608 0.729 0.272
-0.009 0.286 0.050
0.318 -0.458 -0.393
0.109 0.247 0.202
0.164 -0.235 0.018
0.111 0.174 0.064
-0.245 0.067 -0.132
0.271 0.086 0.078
0.123 -0.162 -0.046
-0.149 -0.258 -0.042
-0.364 0.217 -0.013
0.251 -0.414 -0.247
-0.214 -0.241 -0.199
0.325 0.273 -0.423
0.120 -0.494 -0.094
-0.156 0.029 0.124
-0.223 -0.174 0.149
0.184 0.011 -0.117
0.082 -0.184 0.068
-0.016 0.080 -0.098
0.076 0.102 0.217
-0.019 0.219 0.331
0.043 0.333 -0.216
-0.365 -0.032 -0.061
0.051 -0.128 0.057
-0.124 -0.056 -0.052
0.014 0.052 0.139
-0.093 -0.131 0.206
0.848 0.454 -1.763
-0.761 0.443 1.160
-1.692 -0.230 1.998
0.208 -0.153 -0.203
-0.166 -0.014 -0.174
0.233 0.136 0.154
0.197 0.001 -0.173
0.372 0.060 -0.601

Properties
**2S+1**: 5
**E_LUMO (spin up / spin down)**: 0.4 / -0.9 eV
**⟨S²⟩**: 6.012
**Relative energy (zero: lowest compared OMol25 entry of this formula, charge and spin)**: 0.000 eV
**Maximum force**: 0.0521 Eh/bohr



[2]
Density functional theory data (ωB97M-V with the def2-TZVPD basis set) for one molecule with the formula C4H7NO2.

Each line ends with the Löwdin charge.
Cartesian coordinates (Å):
1 C 0.6233 0.7222 1.3896  -0.014
2 C -0.0588 0.1037 0.1967  -0.422
3 N 0.8422 -0.5767 -0.7389  -0.070
4 O 0.4966 -0.3935 -2.1036  -0.046
5 C -1.2723 0.8258 -0.3007  -0.192
6 C -0.1445 -1.3752 -0.0524  -0.051
7 O -1.8824 1.6038 0.3961  0.064
8 H 1.1078 1.6543 1.0783  0.092
9 H -0.1024 0.9623 2.1698  0.084
10 H 1.3910 0.0552 1.7893  0.085
11 H 1.3706 -0.3569 -2.5147  0.102
12 H -1.6115 0.5739 -1.3224  0.130
13 H -0.9812 -1.7077 -0.6661  0.122
14 H 0.2216 -2.0913 0.6789  0.116

Force components x, y, z for each atom (eV/Å):
0.022 -0.035 0.046
-0.035 0.198 0.167
0.029 -0.010 0.184
0.119 0.032 -0.288
-0.159 0.169 0.155
-0.063 -0.213 0.056
0.274 -0.234 -0.368
-0.079 -0.121 0.078
0.080 -0.070 -0.092
-0.126 0.051 -0.066
-0.229 0.019 -0.006
0.035 0.020 0.105
0.133 0.043 0.113
-0.001 0.149 -0.084

Properties
**Structure (SMILES)**: C[C@]1(C=O)CN1O
**2S+1**: 1
**E_LUMO**: 0.9 eV
**Relative energy (zero: lowest compared OMol25 entry of this formula, charge and spin)**: 3.589 eV
**Maximum force**: 0.0100 Eh/bohr



[3]
Density functional theory data (ωB97M-V with the def2-TZVPD basis set) for C20H24N2O4P2Pr as an isolated structure in a non-equilibrium geometry.

Each line ends with the Mulliken spin population.
Cartesian coordinates (Å):
1 C -1.4996 3.4131 -1.8658  0.001
2 C -1.3295 2.0814 -1.5199  0.004
3 C -0.0169 1.5244 -1.6163  0.002
4 C 1.0885 2.3169 -2.0786  0.003
5 C 0.8326 3.6654 -2.4532  0.001
6 C -0.4327 4.1992 -2.3150  -0.001
7 C 2.3391 1.6882 -2.1398  0.002
8 C 2.4696 0.2958 -2.0611  -0.004
9 C 1.3347 -0.4504 -1.6087  0.006
10 C 1.4080 -1.8638 -1.4493  -0.004
11 C 2.6186 -2.4971 -1.7091  0.004
12 C 3.7357 -1.7784 -2.1547  -0.002
13 C 3.6721 -0.4114 -2.3475  0.002
14 H -2.4962 3.8491 -1.8228  0.000
15 H 1.6691 4.2573 -2.8215  0.000
16 H -0.6172 5.2274 -2.6170  0.000
17 H 3.2078 2.2733 -2.4346  0.000
18 H 2.6811 -3.5768 -1.5972  0.000
19 H 4.6536 -2.3134 -2.3847  0.000
20 H 4.5259 0.1600 -2.7130  0.000
21 N 0.2253 0.2411 -1.1654  -0.013
22 Pr 0.2855 0.4447 1.2546  2.033
23 C -2.5081 1.2644 -1.0160  0.001
24 H -2.5273 0.2542 -1.4584  0.002
25 H -3.4541 1.7876 -1.2173  0.000
26 C 0.2191 -2.6527 -0.9495  -0.002
27 H -0.7192 -2.3282 -1.4310  0.000
28 H 0.3734 -3.7260 -1.1356  0.000
29 P -2.4709 1.0213 0.8194  0.001
30 P -0.0455 -2.4722 0.8968  -0.002
31 C 1.2668 -3.5677 1.5343  0.000
32 H 1.1853 -3.5838 2.6322  0.000
33 H 1.1591 -4.5934 1.1455  0.000
34 H 2.2655 -3.1865 1.2810  0.000
35 C -1.5155 -3.5262 1.1346  -0.002
36 H -1.3374 -4.5555 0.7854  0.000
37 H -1.7487 -3.5400 2.2102  0.000
38 H -2.3777 -3.1028 0.5984  0.000
39 C -2.7654 2.7222 1.4538  0.000
40 H -3.7905 3.0306 1.1979  0.000
41 H -2.6362 2.7012 2.5475  0.000
42 H -2.0517 3.4456 1.0374  -0.001
43 C -4.0461 0.1983 1.1995  -0.001
44 H -4.1041 0.0731 2.2903  0.000
45 H -4.8821 0.8126 0.8413  0.000
46 H -4.0759 -0.7905 0.7255  0.000
47 C 2.5306 0.0896 2.7388  -0.002
48 O 3.6397 -0.1981 2.9286  0.000
49 H 2.3786 0.8417 0.8934  -0.031
50 O -0.4290 -0.0057 5.3837  0.001
51 N 0.4089 0.2017 4.5236  0.001
52 O 1.5003 -0.4782 4.4508  -0.002
53 O 0.2032 1.1174 3.5783  0.000

Force components x, y, z for each atom (eV/Å):
-0.199 -0.869 0.202
-0.309 0.343 0.436
0.960 -0.847 0.675
-0.631 -0.229 0.151
-0.105 0.257 0.344
1.076 0.178 -0.591
0.086 -0.237 -1.073
-0.179 -0.185 0.066
-0.368 1.230 0.845
0.376 -0.441 0.326
-1.142 0.409 0.104
0.595 0.995 -0.471
0.088 -0.365 0.160
0.165 -0.094 0.015
-0.269 -0.011 0.037
0.057 -0.187 0.113
-0.069 -0.021 0.171
0.013 0.146 -0.018
-0.144 0.135 0.082
-0.139 -0.271 0.107
-0.642 -0.467 -2.079
2.997 0.136 2.407
-0.119 -0.002 0.028
-0.022 0.407 0.004
0.253 -0.181 -0.296
-0.156 0.137 0.198
0.376 -0.117 0.064
-0.112 0.299 -0.060
-0.819 0.744 -0.390
0.280 -1.045 -0.842
0.235 0.012 0.418
0.116 -0.078 -0.311
-0.030 0.383 0.098
-0.266 -0.035 0.062
-0.367 0.150 0.255
-0.001 0.392 0.099
-0.020 -0.107 -0.343
0.227 -0.152 0.174
-0.071 -0.109 0.153
0.316 0.030 0.133
-0.139 0.104 -0.341
-0.151 -0.215 0.074
0.025 -0.150 0.063
-0.113 0.019 -0.330
0.126 -0.208 0.123
-0.063 0.211 0.136
3.046 -1.408 -1.009
-2.760 0.900 -0.140
-0.778 0.632 -0.744
0.971 0.648 -1.253
0.837 -1.113 0.110
-2.555 1.158 1.057
-0.482 -0.908 0.803

Properties
**Net charge**: +1
**2S+1**: 3
**E_LUMO (spin up / spin down)**: -4.6 / -4.6 eV
**⟨S²⟩**: 2.006
**Relative energy (zero: lowest compared OMol25 entry of this formula, charge and spin)**: 0.334 eV
**Maximum force**: 0.0748 Eh/bohr



[4]
Density functional theory data (ωB97M-V with the def2-TZVPD basis set) for C28H45IrN3O5S2Sb as an isolated structure in a non-equilibrium geometry.

Each line ends with the Mulliken spin population.
Cartesian coordinates (Å):
1 Ir -0.0289 0.0316 1.3700  0.464
2 O -2.4255 -0.1386 1.1877  0.001
3 C -3.1399 -0.3307 2.4196  0.011
4 C -2.4646 -1.4855 3.1288  -0.007
5 N -1.0672 -1.1820 3.4274  0.160
6 C -0.8753 -0.2370 4.5262  -0.005
7 C -0.7360 1.1570 3.9227  0.025
8 O -1.3666 2.1330 4.2818  0.010
9 O 0.1647 1.2271 2.9768  0.024
10 C -0.2357 -2.3725 3.4748  -0.032
11 C 0.0323 -2.8933 2.0565  0.023
12 O 0.3414 -4.0383 1.8476  0.016
13 O -0.1036 -2.0009 1.1086  0.074
14 H -2.7423 0.6642 0.7536  0.000
15 H -4.1832 -0.5783 2.2143  -0.001
16 H -3.1124 0.5854 3.0167  0.000
17 H -2.4869 -2.3623 2.4792  0.001
18 H -3.0141 -1.7308 4.0459  0.003
19 H 0.0785 -0.4594 5.0039  -0.001
20 H -1.6681 -0.2733 5.2749  0.009
21 H -0.6558 -3.1766 4.0854  0.006
22 H 0.7377 -2.0986 3.8889  0.003
23 N 7.3849 0.0145 1.6536  0.000
24 C 6.2375 0.0123 1.6146  -0.001
25 C 4.8089 0.0071 1.5632  0.000
26 C 4.1039 1.2069 1.5746  0.000
27 C 2.7236 1.1969 1.5154  0.001
28 C 1.9942 0.0013 1.4302  -0.015
29 C 2.7264 -1.1964 1.4428  -0.001
30 C 4.1114 -1.1938 1.5045  0.003
31 H 4.6441 2.1432 1.6285  0.000
32 H 2.2060 2.1434 1.5367  0.000
33 H 2.2344 -2.1541 1.3629  -0.002
34 H 4.6555 -2.1292 1.5005  0.000
35 S -0.3137 2.0562 0.1992  0.010
36 C 0.1124 3.5091 1.0400  0.016
37 N -0.2170 3.9153 2.2386  0.005
38 C 0.4275 5.1499 2.6833  0.001
39 C 0.7293 5.9362 1.4135  0.000
40 S 1.0477 4.6559 0.1540  0.006
41 H -0.6813 3.2955 2.9159  -0.003
42 H 1.3447 4.8796 3.2159  0.000
43 H -0.2308 5.6895 3.3599  0.000
44 H 1.6063 6.5680 1.5211  0.000
45 H -0.1182 6.5381 1.0903  0.000
46 C -2.6064 -2.7388 -1.3815  0.005
47 C -1.2057 -2.6994 -1.9821  0.027
48 C -1.2318 -3.0234 -3.4735  0.005
49 C -0.3212 -3.7437 -1.3169  -0.001
50 Sb -0.4756 -0.6180 -1.6289  0.127
51 C 1.4758 -0.3894 -2.6201  0.002
52 C 2.3587 -1.5533 -2.1849  0.000
53 C 2.1049 0.9264 -2.1773  -0.001
54 C 1.3214 -0.4067 -4.1385  0.003
55 C -1.8904 0.7543 -2.6994  0.020
56 C -3.0774 1.0633 -1.7916  0.003
57 C -1.2161 2.0599 -3.1168  0.000
58 C -2.4109 0.0742 -3.9621  0.004
59 H -3.0093 -3.7487 -1.4992  0.000
60 H -3.2968 -2.0565 -1.8790  0.000
61 H -2.5893 -2.5084 -0.3148  0.000
62 H -1.6121 -4.0449 -3.5741  0.001
63 H -0.2315 -3.0220 -3.9034  0.000
64 H -1.8738 -2.3844 -4.0660  0.000
65 H -0.8305 -4.7061 -1.4264  0.000
66 H -0.1553 -3.5785 -0.2611  0.004
67 H 0.6425 -3.8412 -1.8119  -0.001
68 H 2.4294 -1.6432 -1.1008  -0.001
69 H 3.3687 -1.3802 -2.5670  0.000
70 H 2.0162 -2.5012 -2.5961  0.000
71 H 2.1956 0.9935 -1.0948  -0.005
72 H 1.5529 1.7950 -2.5367  0.000
73 H 3.1142 0.9775 -2.5955  0.000
74 H 0.8864 -1.3330 -4.5087  -0.001
75 H 2.3172 -0.3197 -4.5834  0.002
76 H 0.7305 0.4269 -4.5148  -0.001
77 H -2.7818 1.7165 -0.9698  0.001
78 H -3.5575 0.1681 -1.3945  0.001
79 H -3.8273 1.6101 -2.3699  0.000
80 H -0.7605 2.5939 -2.2908  0.001
81 H -1.9885 2.7059 -3.5457  -0.001
82 H -0.4646 1.9099 -3.8899  0.000
83 H -3.0778 -0.7561 -3.7401  0.000
84 H -1.6150 -0.2748 -4.6179  -0.002
85 H -2.9933 0.8108 -4.5245  0.002

Force components x, y, z for each atom (eV/Å):
-1.164 -0.565 -2.241
0.172 0.212 0.167
-0.021 -0.107 0.150
-0.130 0.112 -0.069
0.312 0.018 0.256
0.022 0.071 -0.281
-0.064 0.002 0.134
0.041 0.083 0.094
0.083 -0.177 0.196
0.238 -0.099 -0.137
-0.146 -0.024 0.479
0.030 -0.105 0.164
0.348 0.358 0.348
-0.022 0.006 -0.016
0.038 -0.018 -0.041
-0.009 -0.051 0.009
-0.028 0.041 -0.011
0.002 0.008 -0.029
-0.043 0.066 0.113
-0.056 0.022 -0.065
-0.021 -0.003 -0.051
-0.016 -0.072 0.008
0.092 0.015 -0.001
0.203 -0.020 0.009
-0.261 0.003 0.004
0.057 -0.023 -0.008
-0.306 -0.206 0.032
0.343 -0.035 0.032
-0.270 0.203 -0.109
0.016 0.033 0.006
-0.015 0.003 0.002
-0.003 0.057 0.017
-0.020 -0.026 0.002
-0.017 -0.004 0.003
0.280 0.422 0.170
-0.142 -0.039 0.228
0.101 -0.283 -0.209
0.109 0.000 0.040
-0.007 0.000 0.027
-0.063 0.051 0.052
-0.026 -0.008 -0.003
-0.037 0.068 -0.003
-0.003 0.008 -0.009
-0.003 0.004 -0.012
0.006 -0.004 -0.003
-0.036 -0.031 0.042
0.023 0.170 -0.038
-0.024 -0.024 -0.024
0.049 -0.032 0.105
0.507 0.086 0.676
-0.160 0.003 -0.074
-0.003 -0.040 0.051
-0.005 0.020 0.021
-0.004 0.014 -0.049
0.050 -0.130 0.068
0.004 0.058 0.066
0.032 -0.003 -0.047
-0.034 -0.044 -0.037
-0.002 -0.025 -0.003
-0.013 0.036 -0.005
0.001 0.019 0.003
-0.007 -0.017 0.018
0.030 0.009 -0.015
-0.032 0.050 -0.041
-0.013 -0.038 -0.026
-0.014 -0.086 -0.181
0.039 0.020 -0.009
-0.014 -0.008 -0.001
0.033 0.010 -0.010
-0.019 -0.024 -0.001
0.021 -0.006 0.044
-0.037 0.011 0.013
0.029 0.016 -0.036
-0.026 -0.033 -0.002
0.034 0.004 -0.004
0.002 -0.012 0.004
-0.011 0.037 0.048
0.002 -0.040 -0.013
-0.029 0.007 -0.024
0.030 0.049 0.043
-0.014 0.011 -0.018
0.005 -0.007 0.015
-0.016 -0.049 0.005
0.037 -0.001 -0.021
-0.016 0.020 0.010

Properties
**Net charge**: +1
**2S+1**: 2
**E_LUMO (spin up / spin down)**: -4.1 / -4.7 eV
**⟨S²⟩**: 0.759
**Relative energy (zero: lowest compared OMol25 entry of this formula, charge and spin)**: 1.354 eV
**Maximum force**: 0.0503 Eh/bohr



> Look up the maximum force of the third one.

0.0748 Eh/bohr



> The highest maximum force belongs to which entry?

C20H24N2O4P2Pr



> The highest relative energy (zero: lowest compared OMol25 entry of this formula, charge and spin) belongs to which entry?

C4H7NO2